Computed, not measured: the ion C6H11O2S with charge +1 in a non-equilibrium geometry, with ωB97M-V/def2-TZVPD.

Summary:
max |F|: 0.143 hartree/bohr
gap between HOMO and LUMO: 0.2769 hartree
HOMO energy: -0.490 Ha
E_tot: -21315.55751 eV
total charge: +1

XYZ file:
```
20
Properties=species:S:1:pos:R:3:forces:R:3
C 1.498960 2.691996 1.051975 3.6 -5.6 -3.1
C 2.335363 1.813133 0.512481 -4.2 3.5 2.4
S 3.053064 0.418027 -0.507994 -2.6 1.3 1.0
O 2.216466 -0.978872 -0.042388 1.2 2.5 -0.1
C 0.884547 -0.883939 -0.707716 -1.5 -0.8 -2.0
C -0.156728 -1.913043 -0.008284 0.5 -1.4 0.1
O -1.552451 -1.574773 -0.232332 2.2 0.8 1.8
C -1.900546 -0.404427 0.611184 -1.3 1.0 -1.0
C -2.228850 0.800516 -0.449203 0.3 -0.2 0.2
H 0.597241 3.271959 1.503873 2.4 -1.0 -0.9
H 4.405450 0.341116 -0.172225 -1.1 -0.4 0.9
H 0.484925 0.193063 -0.768916 0.7 -1.6 0.5
H 1.055277 -1.273021 -1.793502 -0.3 0.9 1.9
H 0.036994 -2.950524 -0.503877 -0.5 1.9 0.9
H 0.101252 -2.046727 1.118837 -0.5 0.5 -1.8
H -1.043748 -0.139723 1.341581 -1.4 -0.5 -1.2
H -2.897156 -0.604159 1.185534 2.1 0.0 -0.9
H -1.728877 0.509624 -1.463876 -1.1 0.6 1.8
H -1.782385 1.796010 -0.085283 -0.8 -1.4 -0.6
H -3.378806 0.933763 -0.589874 2.2 -0.3 0.2
```
Forces are in eV/Å.

***

Computed, not measured: a cluster of 2 separate species, C2H6IO2 in total, with ωB97M-V/def2-TZVPD.

Summary:
max |F|: 0.009 hartree/bohr
energy above the lowest of the compared OMol25 structures with the same formula, charge and spin: 0.537 eV
gap between HOMO and LUMO: 0.2435 hartree
HOMO energy: -0.122 Ha
E_tot: -14368.96230 eV
total charge: -1

XYZ file:
```
11
Properties=species:S:1:pos:R:3:forces:R:3
I 6.582448 -8.199908 -5.637147 0.0 0.0 -0.1
C 7.110194 -12.230600 -8.857593 0.1 -0.3 -0.2
C 8.307080 -11.336733 -8.653479 0.3 0.1 0.4
O 8.426267 -10.896176 -7.321138 -0.1 -0.2 -0.2
O 5.954506 -11.463780 -8.609416 -0.2 0.1 -0.1
H 7.202189 -13.083707 -8.171878 -0.1 0.1 0.1
H 7.101396 -12.635986 -9.884334 0.1 0.1 0.1
H 8.273542 -10.487880 -9.346121 -0.1 0.0 -0.1
H 9.208160 -11.923523 -8.857064 0.0 0.1 -0.1
H 7.661950 -10.329634 -7.105059 0.1 0.2 0.2
H 5.180918 -12.032206 -8.617342 0.0 0.0 0.1
```
Forces are in eV/Å.